Version one
Formula: C2H2NO4S2
Source: OMol25
Level of theory: ωB97M-V/def2-TZVPD

- multiplicity = 1
- total charge = -1
- SMILES = NC(=O)C(=S)S(=O)(=O)[O-]

```
11
Properties=species:S:1:pos:R:3:mulliken_charge:R:1
N -1.1799 -1.1342 -0.1425 -0.387
C 0.2159 -1.1293 -0.3321 0.578
O 0.6819 -2.0063 -1.0598 -0.652
C 0.9205 -0.1838 0.6091 -0.046
S 1.4537 -0.3497 2.1394 -0.233
S 0.3928 1.5226 -0.1391 1.142
O 0.0697 1.3559 -1.5526 -0.613
O -0.7271 1.6844 0.8002 -0.640
O 1.5313 2.3611 0.1405 -0.638
H -1.6761 -0.4495 0.4274 0.269
H -1.6826 -1.6711 -0.8904 0.219
```

Version two
Formula: C2H2NO4S2
Source: OMol25
Level of theory: ωB97M-V/def2-TZVPD

- multiplicity = 1
- total charge = -1

```
11
Properties=species:S:1:pos:R:3:mulliken_charge:R:1
C -0.4532 -1.7956 0.6918 0.737
C -0.0924 0.6376 -0.0941 -0.272
N 1.1800 0.3100 -0.4282 1.025
O -1.3887 -1.9744 0.0960 -0.365
O 1.3726 -0.0748 -1.5748 -0.724
O 0.5051 -1.8519 1.3693 -0.413
O 2.0688 0.4549 0.4128 -0.681
S -0.5459 1.3317 1.4786 -0.216
S -1.2738 0.8848 -1.3968 -0.238
H -0.0381 2.4528 1.2994 0.066
H -1.3345 -0.3752 -1.8539 0.080
```

Which is most stable, and by how much? version one, by 2.562 eV.

Version one
Formula: C4H14N3O
Source: OMol25
Level of theory: ωB97M-V/def2-TZVPD

- multiplicity = 1
- total charge = +1

```
22
Properties=species:S:1:pos:R:3:mulliken_charge:R:1
C -0.5263 0.9347 -1.5498 -0.261
C 0.0222 1.9969 -0.5040 -0.770
C 0.5001 1.1931 0.6148 0.214
C -0.0867 1.3112 1.8516 -0.136
N 0.6069 0.8249 2.9899 -0.391
N 1.4682 0.3572 0.3840 -0.519
N 0.6216 0.5645 -2.3307 -0.483
H -1.3510 1.4000 -2.1431 0.324
H -0.9831 0.0903 -0.9965 0.203
H -0.5453 2.9415 -0.3116 0.475
H 0.9497 2.3992 -0.9580 0.350
H -0.9106 1.9830 1.9692 0.471
H 0.8253 -1.0286 0.5836 0.464
H 0.0848 1.0590 3.8010 0.309
H 0.8033 -0.1861 3.0236 0.321
H 2.0469 0.3282 1.2155 0.375
H -3.1453 -6.3630 -1.9513 -0.007
H 0.8099 0.9230 -3.2971 0.212
H 1.4306 0.1672 -1.9006 0.200
H -0.3488 -2.2125 0.4058 0.313
H -2.6396 -6.8756 -1.8359 0.007
O 0.3670 -1.8079 0.9396 -0.671
```

Version two
Formula: C4H14N3O
Source: OMol25
Level of theory: ωB97M-V/def2-TZVPD

- multiplicity = 1
- total charge = +1

```
22
Properties=species:S:1:pos:R:3:mulliken_charge:R:1
C -1.9974 -0.2378 0.8583 -0.729
C -1.4422 -1.3045 -0.0883 -0.464
C -0.2231 -0.7521 -0.8231 -0.746
N 2.9664 0.2038 0.7678 -0.457
C 2.1420 -0.2246 -0.3442 -0.411
N 0.7484 -0.2411 0.1371 -0.156
N -2.3308 1.0256 0.2126 -0.310
H -2.8267 -0.6436 1.3495 0.412
H -1.2220 -0.0488 1.6162 0.347
H -2.1734 -1.6060 -0.8352 0.362
H -1.1258 -2.2198 0.5080 0.304
H -0.4830 0.0830 -1.5118 0.412
H 0.2792 -1.5272 -1.4173 0.519
H 2.2472 0.4974 -1.1703 0.353
H 2.4470 -1.2613 -0.7062 0.388
H 0.5430 0.8885 0.0822 0.481
H 2.6612 -0.3367 1.5947 0.257
H -1.4911 1.5840 -0.0246 0.361
H -3.0952 1.0695 -0.4725 0.261
H 3.9301 0.1608 0.5779 0.254
H 0.3988 2.8648 0.0084 0.252
O 0.0474 2.0262 -0.3193 -0.692
```

Which is most stable, and by how much? version one, by 1.197 eV.

Version one
Formula: C2H8N6
Source: OMol25
Level of theory: ωB97M-V/def2-TZVPD

- multiplicity = 1

```
16
Properties=species:S:1:pos:R:3:mulliken_charge:R:1
C -0.2541 -0.0706 0.0644 0.436
C 2.0288 -0.7191 -0.0186 -0.038
H -1.7482 2.5551 0.8064 0.254
H -0.9812 2.9142 -0.9038 0.265
H 0.7695 1.8005 0.4803 0.316
H -2.2427 0.0178 -0.1986 0.337
H -0.5368 -2.2505 -0.5641 0.411
H -2.2008 -2.5344 0.7805 0.247
H 2.7076 -1.6260 -0.3518 0.272
H 3.5812 0.2940 -0.0014 0.244
N -1.2866 2.1883 -0.1579 -0.722
N -0.1944 1.3202 0.0559 -0.036
N -1.5153 -0.5500 0.2049 -0.085
N -1.7061 -1.8979 -0.2394 -0.705
N 0.6581 -1.0422 0.0935 -0.564
N 2.6162 0.4913 -0.0031 -0.633
```

Version two
Formula: C2H8N6
Source: OMol25
Level of theory: ωB97M-V/def2-TZVPD

- multiplicity = 1
- SMILES = C=NN/C(=N/N)NN

```
16
Properties=species:S:1:pos:R:3:mulliken_charge:R:1
C 3.2637 -0.0188 0.2392 -0.348
N 1.9807 0.3532 0.1935 -0.396
N 1.1009 -0.6015 -0.3759 -0.098
C -0.3731 -0.3046 -0.2417 0.328
N -0.9379 -1.3523 0.0419 -0.354
N -2.3602 -1.0088 0.4707 -0.576
N -0.7473 1.0166 -0.6213 -0.129
N -1.4977 1.7992 0.2127 -0.664
H 3.6624 -1.0833 -0.1207 0.214
H 3.8158 0.8519 0.9747 0.235
H 1.4999 -1.5124 -0.3667 0.324
H -2.8026 -2.0115 -0.1555 0.320
H -2.5749 -0.3896 -0.3941 0.233
H 0.1645 1.5765 -0.7215 0.389
H -1.3788 1.6084 1.1865 0.251
H -2.4994 1.4548 0.1606 0.272
```

Which is most stable, and by how much? version one, by 1.412 eV.

Version one
Formula: C2H5N2
Source: OMol25
Level of theory: ωB97M-V/def2-TZVPD

- multiplicity = 1
- total charge = +1
- SMILES = [H]/N=C1/C[NH2+]1

```
9
Properties=species:S:1:pos:R:3:mulliken_charge:R:1
H -2.5184 0.7883 -0.0073 0.308
N -1.8995 -0.0002 -0.0318 -0.361
C -0.6972 -0.1498 0.0491 0.371
C 0.7250 -0.8249 -0.0130 -0.364
N 0.5808 0.6560 -0.0389 -0.184
H 0.8871 -1.3781 0.9855 0.268
H 1.5997 -1.3606 -0.7507 0.304
H 0.8184 1.1474 0.7869 0.304
H 0.5042 1.1220 -0.9798 0.353
```

Version two
Formula: C2H5N2
Source: OMol25
Level of theory: ωB97M-V/def2-TZVPD

- multiplicity = 1
- total charge = +1

```
9
Properties=species:S:1:pos:R:3:mulliken_charge:R:1
C 1.2183 0.1225 -0.0738 -0.315
C 0.1096 -0.6327 0.0147 -0.478
N -2.4832 0.3603 -0.0215 0.354
N -1.9150 -0.5702 0.0275 -0.008
H 1.8266 0.4377 -0.9800 0.294
H -0.2391 -0.9292 0.9472 0.314
H 1.2946 0.7731 0.8738 0.221
H -0.3502 -1.2154 -0.8612 0.256
H -2.8499 1.2509 -0.2441 0.362
```

Version three
Formula: C2H5N2
Source: OMol25
Level of theory: ωB97M-V/def2-TZVPD

- multiplicity = 1
- total charge = +1
- SMILES = CC=[N+]=N

```
9
Properties=species:S:1:pos:R:3:mulliken_charge:R:1
C 1.2237 -0.3377 0.0864 -0.583
C 0.2035 0.6327 -0.0634 -0.046
N -1.3972 0.2882 0.4093 0.141
N -2.1490 -0.2723 -0.2993 -0.189
H 1.1716 -1.3361 -0.3505 0.349
H 2.0787 -0.0707 0.7449 0.353
H 1.6079 0.1948 -0.8572 0.295
H 0.2610 1.6467 0.2483 0.352
H -3.0003 -0.7458 0.0817 0.328
```

Which is most stable, and by how much? version one, by 1.407 eV.

Version one
Formula: C43H51BN8O6SY
Source: OMol25
Level of theory: ωB97M-V/def2-TZVPD

- multiplicity = 1
- total charge = +1

```
111
Properties=species:S:1:pos:R:3:mulliken_charge:R:1
Y 1.4868 1.1514 0.4303 -1.814
O 1.5207 -5.1689 -5.1270 -0.488
C 0.6591 -4.7024 -4.2073 0.481
O -0.2261 -5.3993 -3.8006 -0.531
C 0.8394 -3.2851 -3.7415 0.535
C 1.5585 -2.3197 -4.4340 -1.266
C 1.6667 -1.0294 -3.9392 -0.747
C 1.0528 -0.6871 -2.7406 -1.103
C 0.3560 -1.6598 -2.0378 1.746
C 0.2347 -2.9363 -2.5408 -0.614
N 1.1856 0.6067 -2.1630 0.780
C 1.1543 1.6119 -2.9355 -0.637
C 1.4079 2.9776 -2.4389 -0.071
C 1.2841 4.0554 -3.2932 -0.877
C 1.5492 5.3333 -2.8129 -0.649
C 1.9552 5.4761 -1.5012 -1.002
C 2.0690 4.3420 -0.7101 -0.624
N 1.7848 3.1146 -1.1524 1.526
H 2.2506 -4.5583 -5.2775 0.311
H 2.0417 -2.5462 -5.3784 0.300
H 2.2863 -0.3126 -4.4651 0.628
H -0.0873 -1.4132 -1.0835 -0.481
H -0.3155 -3.6957 -2.0023 0.571
H 0.9465 1.5111 -4.0019 0.668
H 0.9856 3.8929 -4.3218 0.546
H 1.4530 6.1952 -3.4603 0.474
H 2.1935 6.4445 -1.0829 0.468
H 2.4169 4.4149 0.3122 0.422
C 5.9593 1.7950 1.8383 -1.900
C 4.4661 1.7475 1.7762 0.361
N 3.8026 2.1221 0.7398 0.739
O 4.6401 2.5332 -0.3074 -0.601
C 3.6722 1.2146 2.8950 -0.134
C 4.1905 0.9034 4.2558 -1.625
N 2.4474 0.9879 2.5677 1.074
O 1.6070 0.4713 3.4158 -1.088
H 6.3838 1.6721 0.8471 0.452
H 6.3428 1.0209 2.4987 0.476
H 6.2864 2.7648 2.2245 0.315
H 4.0477 2.5883 -1.0633 0.270
H 5.2693 1.0217 4.3305 0.432
H 3.9184 -0.1190 4.5231 0.308
H 3.7153 1.5593 4.9897 0.279
C -5.8254 2.6135 1.0540 -1.530
C -5.2169 2.8941 -0.3275 1.975
C -5.4414 4.3670 -0.6685 -2.053
C -5.9164 2.0226 -1.3844 -1.550
C -3.7393 2.5312 -0.3199 0.222
C -2.7361 3.3950 -0.7420 -1.019
C -1.4148 2.9902 -0.6953 -0.745
N -1.0145 1.7847 -0.2898 1.204
C -1.9779 0.9421 0.1164 -0.604
C -3.3195 1.2778 0.1169 -0.442
C -1.5181 -0.3835 0.6122 -0.703
C -2.3045 -1.5159 0.5282 -0.796
C -1.8135 -2.7514 0.9640 0.648
C -0.5444 -2.7444 1.5341 -1.201
C 0.1782 -1.5669 1.6049 -1.127
N -0.2758 -0.4026 1.1163 2.512
C -2.6570 -4.0168 0.8458 1.906
C -3.4717 -4.0120 -0.4561 -1.633
C -3.6176 -4.0428 2.0491 -1.764
C -1.7846 -5.2793 0.8657 -1.750
H -6.8710 2.9265 1.0648 0.458
H -5.2954 3.1678 1.8336 0.288
H -5.7989 1.5517 1.3070 0.327
H -6.5072 4.5917 -0.6223 0.434
H -5.1014 4.6048 -1.6789 0.379
H -4.9289 5.0238 0.0387 0.418
H -6.9855 2.2461 -1.4045 0.456
H -5.7971 0.9592 -1.1646 0.309
H -5.5083 2.2139 -2.3796 0.357
H -2.9577 4.3954 -1.0859 0.542
H -0.6456 3.6933 -0.9849 0.257
H -4.0374 0.5544 0.4823 0.550
H -3.2827 -1.4435 0.0737 0.590
H -0.0873 -3.6481 1.9121 0.392
H 1.1616 -1.5498 2.0572 0.480
H -4.2497 -3.2452 -0.4574 0.400
H -3.9718 -4.9751 -0.5703 0.485
H -2.8331 -3.8637 -1.3303 0.240
H -4.2529 -3.1533 2.0644 0.335
H -3.0647 -4.0872 2.9901 0.370
H -4.2634 -4.9223 1.9884 0.463
H -1.0623 -5.2763 0.0458 0.290
H -2.4198 -6.1588 0.7491 0.447
H -1.2429 -5.3963 1.8067 0.418
O 3.2314 -1.9334 0.8563 -0.175
B 2.9390 -0.9365 -0.1065 1.896
O 3.5322 -1.3608 -1.3208 -0.046
C 4.1158 -2.5844 -1.0994 0.772
C 4.7831 -3.4032 -1.9826 -1.018
C 5.2651 -4.6120 -1.4802 -0.664
C 5.0799 -4.9654 -0.1471 -0.549
C 4.4048 -4.1236 0.7379 -1.169
C 3.9312 -2.9350 0.2274 0.536
H 4.9295 -3.1127 -3.0162 0.533
H 5.7972 -5.2883 -2.1386 0.410
H 5.4690 -5.9101 0.2112 0.412
H 4.2617 -4.3872 1.7786 0.509
C -1.8400 1.1729 4.2232 -1.258
N -0.7561 1.7903 3.4786 0.125
C -0.8288 2.9699 2.9009 0.695
N -1.9754 3.6779 2.9978 -0.247
S 0.4644 3.6134 1.9831 -0.483
H -1.4322 0.3313 4.7757 0.319
H -2.6308 0.8071 3.5618 0.320
H -2.2774 1.8596 4.9495 0.488
H 0.1530 1.2793 3.4396 0.019
H -2.6940 3.4284 3.6541 0.164
H -1.9666 4.6135 2.6318 0.264
```

Version two
Formula: C43H51BN8O6SY
Source: OMol25
Level of theory: ωB97M-V/def2-TZVPD

- multiplicity = 1
- total charge = +1

```
111
Properties=species:S:1:pos:R:3:mulliken_charge:R:1
Y 0.6216 -0.7763 -0.7448 -0.165
O -6.4274 -4.3336 -1.8101 -0.499
C -6.0453 -3.5941 -2.8748 0.346
O -6.7917 -3.4200 -3.7911 -0.541
C -4.6286 -3.0858 -2.8643 0.755
C -4.0137 -2.7657 -1.6986 -2.423
C -2.6299 -2.2395 -1.6445 2.147
C -2.0425 -1.9960 -2.9887 -0.352
C -2.7360 -2.3808 -4.1516 -0.915
C -3.9847 -2.9322 -4.1218 -1.904
N -0.8211 -1.3664 -2.9672 0.467
C -0.3077 -0.8560 -4.0366 -0.120
C 0.9643 -0.1616 -4.0185 0.190
C 1.5015 0.3460 -5.1958 -1.036
C 2.7025 1.0297 -5.1585 -0.454
C 3.3470 1.1916 -3.9408 -1.067
C 2.7613 0.6538 -2.8138 0.194
N 1.5902 -0.0024 -2.8337 0.058
H -5.6697 -4.4990 -1.2388 0.369
H -4.5175 -2.8410 -0.7387 0.806
H -1.4544 -2.6810 0.0629 -0.497
H -2.2521 -2.2659 -5.1142 0.350
H -4.5003 -3.2302 -5.0229 0.392
H -0.8223 -0.8836 -4.9908 0.313
H 0.9685 0.1987 -6.1260 0.478
H 3.1310 1.4312 -6.0681 0.454
H 4.2877 1.7165 -3.8552 0.508
H 3.2345 0.7604 -1.8483 -0.003
C -1.5730 -5.0553 -2.2647 -1.574
C -1.0272 -4.1395 -1.2276 1.617
N -1.7345 -3.1017 -0.8086 0.774
O -2.5544 -1.0404 -0.8097 -0.261
C 0.2231 -4.3730 -0.6197 -0.191
C 0.9129 -5.6964 -0.5607 -1.814
N 0.8108 -3.2428 -0.1922 1.125
O 1.9088 -3.3034 0.3928 -0.607
H -2.2988 -4.5663 -2.9112 0.203
H -2.0802 -5.8803 -1.7519 0.372
H -0.7691 -5.4821 -2.8613 0.400
H -3.1632 -0.4159 -1.2206 0.382
H 0.1992 -6.5160 -0.4875 0.434
H 1.5690 -5.7138 0.3074 0.441
H 1.5389 -5.8603 -1.4425 0.316
C -4.5908 0.4402 4.4410 -1.918
C -4.1128 -0.9409 3.9805 2.081
C -5.1873 -1.5736 3.0771 -1.694
C -3.9007 -1.8252 5.2157 -1.807
C -2.8406 -0.8461 3.1509 0.550
C -1.9651 -1.9243 3.0261 -1.030
C -0.8888 -1.8426 2.1693 -1.202
N -0.6210 -0.7626 1.4273 0.525
C -1.3980 0.3123 1.6098 0.154
C -2.5109 0.3015 2.4297 -0.425
C -1.0034 1.5431 0.8693 -0.334
C -1.2222 2.8001 1.3971 -0.619
C -0.8146 3.9400 0.7023 0.766
C -0.2119 3.7306 -0.5327 -0.759
C -0.0031 2.4481 -0.9869 -0.744
N -0.3810 1.3595 -0.3074 0.184
C -0.9310 5.3329 1.3015 2.025
C -2.0687 5.4185 2.3232 -1.888
C 0.4092 5.6215 2.0038 -1.565
C -1.1727 6.3821 0.2096 -1.775
H -5.4590 0.3210 5.0900 0.462
H -4.9015 1.0703 3.6056 0.346
H -3.8159 0.9627 5.0075 0.416
H -6.1265 -1.6650 3.6272 0.472
H -4.8854 -2.5708 2.7487 0.378
H -5.3665 -0.9596 2.1916 0.372
H -4.7970 -1.7989 5.8368 0.443
H -3.0608 -1.4721 5.8183 0.418
H -3.7248 -2.8687 4.9512 0.373
H -2.1161 -2.8406 3.5794 0.344
H -0.2011 -2.6755 2.0658 0.503
H -3.1225 1.1896 2.4919 0.496
H -1.6803 2.8833 2.3714 0.476
H 0.1315 4.5572 -1.1377 0.280
H 0.5011 2.2769 -1.9290 0.493
H -1.8867 4.7919 3.1983 0.341
H -3.0273 5.1358 1.8806 0.416
H -2.1532 6.4454 2.6801 0.466
H 0.5777 4.9228 2.8261 0.360
H 0.4032 6.6358 2.4093 0.443
H 1.2473 5.5289 1.3095 0.332
H -2.0387 6.1263 -0.4054 0.408
H -0.3066 6.5047 -0.4429 0.337
H -1.3623 7.3501 0.6746 0.459
O 4.0269 -1.1500 -0.6222 -0.313
B 2.9103 -0.7648 0.1735 1.386
O 3.3803 -0.5377 1.4806 -0.142
C 4.7311 -0.7489 1.4705 0.838
C 5.6362 -0.6152 2.4982 -1.131
C 6.9738 -0.8762 2.2005 -0.549
C 7.3695 -1.2553 0.9212 -0.620
C 6.4415 -1.3848 -0.1137 -0.969
C 5.1259 -1.1203 0.1950 0.661
H 5.3178 -0.3208 3.4904 0.516
H 7.7180 -0.7888 2.9819 0.399
H 8.4147 -1.4594 0.7260 0.399
H 6.7359 -1.6854 -1.1120 0.492
C 6.5233 2.4251 0.6956 -0.828
N 6.0102 3.3424 -0.3131 -0.260
C 4.7121 3.4853 -0.5924 0.392
N 4.4198 4.3612 -1.5971 -0.458
S 3.5160 2.6255 0.2066 -0.228
H 7.5737 2.6532 0.8600 0.386
H 6.4223 1.3855 0.3838 0.259
H 5.9759 2.5534 1.6258 0.304
H 6.6811 3.8197 -0.8918 0.228
H 5.0918 5.0578 -1.8754 0.204
H 3.4508 4.6019 -1.6952 0.205
```

Which is most stable, and by how much? version one, by 1.648 eV.

Version one
Formula: C2H5NS2
Source: OMol25
Level of theory: ωB97M-V/def2-TZVPD

- multiplicity = 1
- SMILES = CN(S)C=S

```
10
Properties=species:S:1:pos:R:3:mulliken_charge:R:1
C -0.0497 -1.6130 -0.0857 -0.788
N 0.4169 -0.2183 -0.1716 -0.013
S 1.8118 0.3629 -0.8430 -0.127
C -0.4603 0.6937 0.2266 -0.081
S -1.9449 0.3433 0.8584 -0.330
H -0.5801 -1.8681 0.9032 0.309
H -0.8654 -1.8332 -0.8015 0.328
H 0.9770 -2.2857 -0.1910 0.217
H 2.7918 0.0518 0.0927 0.148
H -0.0526 1.6806 0.1065 0.337
```

Version two
Formula: C2H5NS2
Source: OMol25
Level of theory: ωB97M-V/def2-TZVPD

- multiplicity = 1
- SMILES = CS/C=N\S

```
10
Properties=species:S:1:pos:R:3:mulliken_charge:R:1
C 1.3109 0.8787 -0.5975 -0.697
S 0.1776 -0.2286 -1.5060 -0.090
C -0.6298 -1.3189 -0.3670 -0.061
N -1.2850 -1.0798 0.6980 -0.341
S -1.5378 0.6058 1.3597 -0.140
H 1.4223 1.7410 -1.2970 0.240
H 1.0046 1.2182 0.3895 0.270
H 2.2863 0.4277 -0.4270 0.277
H -0.6324 -2.3551 -0.6750 0.381
H -2.1166 0.1110 2.4222 0.161
```

Which is most stable, and by how much? version two, by 0.085 eV.